Formula: C23H24F8N2O6S3
Source: the Open Molecules 2025 dataset
Level of theory: the ωB97M-V functional and the def2-TZVPD basis

Geometry (Å):
C  -0.5867  3.0626  -3.4523
C  -1.2561  1.7989  -2.6128
F  -0.5125  0.6388  -3.1472
C  -1.1489  1.9700  -0.9434
C  -2.4519  2.9347  -0.6207
C  -2.4588  4.4720  -1.0488
C  -1.1383  5.3859  -0.9576
S  -1.5869  7.0818  -1.7156
O  0.1500  2.5086  -0.7539
S  0.6698  2.9925  0.7573
O  -0.4918  3.4204  1.7420
O  1.2717  1.5696  1.4247
C  0.3870  0.4851  1.6564
C  1.2150  -0.3791  2.8123
O  0.5722  -0.6814  3.9786
C  2.7790  -0.8436  2.7946
F  3.6633  -0.1373  1.8426
F  3.2998  -0.4014  4.1506
C  3.0076  -2.4909  2.8346
F  3.9641  -2.8194  3.9586
F  1.7804  -3.2647  3.1246
C  3.6777  -3.1237  1.4859
F  5.0624  -2.6218  1.1857
F  2.7825  -3.1239  0.2869
C  3.9053  -4.7482  1.8263
O  5.1138  -5.2741  2.1255
O  2.7790  -5.7391  1.7786
C  -0.3028  -0.3640  0.4293
C  -0.8146  -1.7128  1.2089
C  -1.9402  -2.7029  0.6918
C  -3.2424  -2.7741  1.7446
F  -3.7064  -4.2129  1.7567
C  0.7788  -0.8992  -0.7375
C  0.2243  -2.0492  -1.7598
C  1.3230  -2.6030  -2.8939
C  2.7678  -1.8423  -2.7375
C  3.1277  -0.6729  -1.6782
N  2.1146  -0.2396  -0.7039
C  -1.5176  0.5530  -0.1530
N  -2.5101  -0.1099  -1.0785
C  -3.7748  -0.1851  -0.5471
S  -5.4426  0.0371  -0.1790
H  -0.5563  2.6673  -4.5816
H  0.5314  3.2818  -3.1881
H  -1.2496  4.0227  -3.4953
H  -2.3606  1.7081  -2.9852
H  -3.3713  2.4414  -1.2040
H  -2.7878  2.8965  0.5257
H  -3.2988  5.0195  -0.3961
H  -2.8822  4.5513  -2.1630
H  -0.9260  5.6258  0.1868
H  -0.1701  4.9938  -1.4838
H  -0.4362  7.5502  -2.3852
H  -0.5556  0.8976  2.2691
H  2.7742  -6.2236  2.6643
H  -1.2503  -1.3256  2.2537
H  0.1615  -2.3874  1.3546
H  -1.5291  -3.8273  0.7198
H  -2.4118  -2.5915  -0.3592
H  -2.9501  -2.5382  2.8514
H  -4.1634  -2.1577  1.3733
H  -0.8315  -2.5294  -1.8241
H  1.0459  -3.4291  -3.6740
H  3.6258  -2.1865  -3.4787
H  4.2231  -0.1999  -1.6668
H  -2.1647  0.8457  0.8098

Calculated values
* LUMO: -0.056 Ha
* orbital gap: 0.2781 Eh
* E_HOMO: -9.094 eV

Formula: C23H24IN4O4Ru
Source: the Open Molecules 2025 dataset
Level of theory: the ωB97M-V functional and the def2-TZVPD basis

Geometry (Å):
Ru  0.8222  0.3937  -1.1223
C  3.3681  0.8228  0.5868
N  2.0751  1.4763  0.1915
C  2.3901  2.7725  -0.5506
C  1.2589  1.7436  1.3607
C  1.7923  2.0789  2.5838
C  0.9598  2.3947  3.6569
C  -0.4196  2.3589  3.5255
C  -0.9671  2.0432  2.3123
C  -0.1389  1.7770  1.2172
N  -0.5651  1.4190  -0.0609
C  -1.7371  1.7582  -0.7340
C  -2.7644  2.5478  -0.2013
C  -3.8762  2.8384  -0.9251
C  -3.9675  2.3691  -2.2239
C  -2.9861  1.5800  -2.7787
C  -1.8374  1.3029  -2.0608
N  -0.6915  0.6935  -2.6938
C  -0.1257  1.7101  -3.6485
C  -1.1265  -0.4836  -3.5120
H  4.0153  1.5536  1.0796
H  3.8778  0.4317  -0.2929
H  3.1427  -0.0113  1.2548
H  3.0516  3.3958  0.0747
H  1.4500  3.2909  -0.7377
H  2.8988  2.5071  -1.4770
H  2.8847  2.0291  2.7317
H  1.4106  2.6044  4.6215
H  -1.0582  2.5804  4.3883
H  -2.0344  1.8880  2.2005
H  -2.6131  2.9087  0.8173
H  -4.6684  3.4593  -0.5116
H  -4.8574  2.6179  -2.7932
H  -3.0749  1.1820  -3.7899
H  -0.8612  1.9232  -4.4184
H  0.7597  1.2706  -4.1048
H  0.1212  2.6511  -3.1044
H  -1.6969  -0.1775  -4.3823
H  -1.6759  -1.1851  -2.8912
H  -0.2286  -0.9995  -3.8407
O  -0.1341  -1.5762  -1.0480
C  0.3684  -1.8686  0.0709
O  0.9042  -0.9304  0.7555
C  0.3220  -3.2597  0.6374
C  -0.0673  -4.3308  -0.1701
C  -0.1572  -5.6037  0.3510
C  0.1572  -5.8222  1.6863
C  0.5365  -4.7461  2.4687
C  0.6118  -3.4706  1.9742
N  0.7458  -4.9727  3.9439
O  0.9846  -3.9911  4.6096
O  0.6017  -6.1004  4.3972
H  -0.2558  -4.1409  -1.2073
H  -0.4424  -6.4453  -0.2732
H  0.0445  -6.8150  2.1146
H  0.8939  -2.6248  2.6028
I  2.5799  -0.8193  -2.6608

Calculated values
* net charge: +1
* LUMO (alpha / beta): -0.130 / -0.211 Ha
* orbital gap (alpha / beta): 0.2917 / 0.2149 Eh
* 2S+1: 5
* E_HOMO (alpha / beta): -11.474 / -11.594 eV

Formula: C23H24MgN7SSi
Source: the Open Molecules 2025 dataset
Level of theory: the ωB97M-V functional and the def2-TZVPD basis

Geometry (Å):
Mg  -0.5451  -0.4702  -0.9147
N  2.8615  -0.7088  -0.7602
C  2.2759  -1.8986  -0.9235
N  3.0066  -2.9844  -0.9752
C  2.3421  -4.1390  -1.1255
N  3.1777  -5.1932  -1.0987
N  1.0043  -4.3613  -1.1459
C  0.3656  -3.1900  -1.1604
N  0.9198  -1.9899  -1.0855
C  -1.0989  -3.1952  -1.0767
C  -1.7805  -4.3515  -0.7174
C  -3.1398  -4.2837  -1.0307
C  -3.7377  -3.1533  -1.6417
C  -3.0003  -1.9880  -1.7551
N  -1.6846  -2.0310  -1.5711
H  3.8721  -0.6730  -0.8539
H  2.2818  0.1094  -0.5917
H  4.1834  -5.0201  -1.1358
H  2.8315  -6.1356  -1.1940
H  -1.2906  -5.2254  -0.2430
H  -3.8528  -5.1156  -0.7824
H  -4.7523  -3.2089  -2.0073
H  -3.4391  -1.0323  -2.0710
C  0.5772  -1.3921  2.2955
Si  -0.1309  0.1872  1.5468
C  -1.6123  0.9418  2.5214
C  1.3610  1.4252  1.7951
C  1.1453  2.7849  1.4494
C  2.2190  3.6472  1.2710
C  3.5146  3.1277  1.1351
C  3.7091  1.8025  1.4098
C  2.6774  0.9924  1.9368
H  0.3093  -1.3634  3.3488
H  1.6633  -1.5744  2.1512
H  -0.0086  -2.2653  1.8889
H  -1.4478  0.6324  3.5241
H  -2.5597  0.5403  2.1170
H  -1.6194  2.0247  2.4983
H  0.1085  3.0555  1.2205
H  2.0311  4.7590  1.2562
H  4.3685  3.7369  0.8418
H  4.7144  1.3821  1.2041
H  2.9375  0.1719  2.5943
S  0.4041  3.4918  -2.2723
C  0.0804  1.8124  -2.2810
N  -1.0759  1.3835  -1.7653
C  -1.7964  2.4602  -1.2207
C  -2.7803  2.3025  -0.2666
C  -3.1749  3.4659  0.4047
C  -2.7036  4.7161  0.0474
C  -1.6789  4.8648  -0.8718
C  -1.1545  3.7026  -1.4107
H  0.7785  1.2449  -2.8256
H  -3.3537  1.3410  -0.1668
H  -3.9480  3.4225  1.1645
H  -3.0842  5.5671  0.5391
H  -1.2710  5.8479  -1.2195

Calculated values
* net charge: +1
* LUMO: -0.132 Ha
* orbital gap: 0.2182 Eh
* E_HOMO: -9.519 eV

Formula: C23H24N2O3
Source: the Open Molecules 2025 dataset
Level of theory: the ωB97M-V functional and the def2-TZVPD basis

Geometry (Å):
C  -3.5647  2.5468  -0.4250
O  -2.1768  2.4640  -0.2198
C  -1.4156  3.5719  -0.4739
C  -1.9287  4.7896  -0.9009
C  -1.0814  5.8604  -1.1363
C  0.2797  5.7274  -0.9485
C  0.7912  4.5135  -0.5195
C  -0.0342  3.4306  -0.2731
C  0.5360  2.1159  0.1750
H  1.5664  2.2628  0.5037
H  -0.0494  1.7209  1.0072
C  0.5259  1.0927  -0.9694
N  1.3677  -0.0431  -0.6724
C  2.5019  -0.2950  -1.3540
O  2.8665  0.3356  -2.3230
C  3.3142  -1.4786  -0.8162
N  2.4978  -2.5417  -0.2888
C  2.4415  -2.8365  1.0295
O  3.1285  -2.2859  1.8621
C  1.4200  -3.9231  1.3569
C  0.0968  -3.6300  0.7069
C  -0.3897  -4.4577  -0.2738
C  -1.6036  -4.1895  -0.9222
C  -2.3283  -3.0820  -0.5889
C  -1.8691  -2.2002  0.4117
C  -2.6086  -1.0547  0.7727
C  -2.1606  -0.2040  1.7426
C  -0.9463  -0.4655  2.3933
C  -0.2036  -1.5678  2.0686
C  -0.6401  -2.4697  1.0721
H  0.7242  -1.7495  2.5879
H  -0.6002  0.2084  3.1636
H  -2.7314  0.6700  2.0161
H  -3.5456  -0.8722  0.2658
H  -3.2635  -2.8646  -1.0840
H  -1.9547  -4.8675  -1.6859
H  0.1662  -5.3424  -0.5530
H  1.3264  -3.9831  2.4426
H  1.8091  -4.8782  0.9975
H  1.8746  -3.0132  -0.9263
H  3.9569  -1.8423  -1.6229
H  3.9465  -1.1234  0.0043
H  1.1657  -0.5562  0.1735
H  0.9261  1.5447  -1.8801
H  -0.4975  0.7535  -1.1510
H  1.8554  4.4024  -0.3720
H  0.9410  6.5597  -1.1336
H  -1.4975  6.7996  -1.4690
H  -2.9881  4.9191  -1.0565
H  -3.8048  2.7862  -1.4661
H  -4.0287  3.2885  0.2338
H  -3.9575  1.5599  -0.1861

Calculated values
* LUMO: 0.005 Ha
* orbital gap: 0.3168 Eh
* structure (SMILES): COc1ccccc1CCNC(=O)CNC(=O)Cc1cccc2ccccc12
* E_HOMO: -8.476 eV

no.,molar mass (g/mol)
1,672.6
2,648.4
3,483.0
4,376.5